1.
Here is a 2-piece molecular cluster, CH8N4 overall from the Open Molecules 2025 dataset. Energies are from ωB97M-V/def2-TZVPD.

```
! wB97M-V def2-TZVPD RIJCOSX def2/J DEFGRID3
* xyz 0 1
C 1.800 -0.064 0.454
N -1.516 -0.212 0.484
N 0.698 0.455 -0.334
N -2.113 0.722 -0.237
N -1.123 -1.228 -0.272
H 0.999 1.360 -0.705
H -2.202 1.592 0.266
H -0.230 -0.791 -0.829
H -1.849 0.801 -1.218
H -0.779 -1.955 0.348
H 1.489 -0.992 0.948
H 2.691 -0.317 -0.146
H 2.133 0.629 1.241
*
```

ΔE to the lowest compared entry with this formula, charge and spin = 506.0 kJ/mol
Kohn-Sham gap (alpha / beta) = 8.4 / 6.6 eV
F_max = 0.68 eV Å⁻¹


2.
Here is C29H36AlIO15P as an isolated structure at a distorted geometry from the Open Molecules 2025 dataset. Energies are from ωB97M-V/def2-TZVPD.

```
! wB97M-V def2-TZVPD RIJCOSX def2/J DEFGRID3
* xyz -1 1
C -2.498 1.225 -0.693
C -0.919 1.148 -1.125
C -0.616 0.038 -2.339
C 0.773 0.607 -3.077
C 1.391 -0.428 -4.187
C 2.366 0.394 -5.237
C 3.708 1.044 -4.536
C 4.815 -0.088 -4.054
C 6.296 0.648 -4.091
C 7.504 -0.245 -3.432
P 7.859 -0.054 -1.535
O 6.582 -0.971 -0.772
I 7.492 2.278 -0.785
C 8.992 -0.223 -4.142
O 9.185 -1.404 -5.047
Al 8.477 -2.750 -3.874
O 7.001 -1.647 -3.470
H -2.670 2.109 0.087
H -2.878 0.225 -0.173
H -3.145 1.456 -1.660
H -0.177 0.899 -0.247
H -0.619 2.197 -1.609
H -1.447 0.027 -3.162
H -0.487 -1.056 -1.925
H 1.531 0.787 -2.172
H 0.444 1.633 -3.577
H 0.461 -0.851 -4.804
H 1.903 -1.367 -3.698
H 1.711 1.312 -5.627
H 2.590 -0.334 -6.133
H 3.413 1.802 -3.669
H 4.248 1.695 -5.371
H 4.853 -0.986 -4.804
H 4.586 -0.409 -2.946
H 6.539 0.875 -5.224
H 6.286 1.697 -3.547
H 6.800 -1.952 -0.797
H 9.814 -0.466 -3.317
H 9.386 0.774 -4.610
H 8.073 -4.042 -4.691
H 9.605 -2.820 -2.767
C 1.913 -3.968 -0.533
C 2.160 -4.676 0.572
C 3.553 -4.929 1.033
O 3.748 -5.566 2.062
C 4.656 -4.398 0.218
C 4.409 -3.694 -0.889
C 3.016 -3.417 -1.335
O 2.821 -2.751 -2.346
O 5.442 -3.194 -1.661
O 1.128 -5.199 1.329
H 0.905 -3.775 -0.878
H 5.664 -4.604 0.555
H 5.006 -2.722 -2.404
H 1.563 -5.666 2.075
C -5.068 0.338 5.077
C -4.970 0.002 3.789
C -4.280 0.885 2.809
O -4.190 0.539 1.636
C -3.730 2.159 3.297
C -3.830 2.497 4.583
C -4.496 1.601 5.569
O -4.556 1.931 6.749
O -3.317 3.694 5.048
O -5.508 -1.182 3.319
H -5.565 -0.295 5.801
H -3.246 2.799 2.570
H -3.514 3.706 6.011
H -5.306 -1.197 2.358
C -10.808 2.918 4.509
C -9.693 3.152 3.815
C -8.348 2.973 4.428
O -7.341 3.178 3.760
C -8.283 2.555 5.838
C -9.399 2.324 6.533
C -10.743 2.477 5.911
O -11.749 2.239 6.570
O -9.345 1.933 7.858
O -9.746 3.570 2.498
H -11.792 3.042 4.075
H -7.300 2.446 6.276
H -10.281 1.828 8.137
H -8.811 3.669 2.217
*
```

Kohn-Sham gap = 4.0 eV
F_max = 2.97 eV Å⁻¹


- Number 2 is which compound?
  C29H36AlIO15P


Please write out number 1 again, unchanged.
Here is a 2-piece molecular cluster, CH8N4 overall from the Open Molecules 2025 dataset. Energies are from ωB97M-V/def2-TZVPD.

```
! wB97M-V def2-TZVPD RIJCOSX def2/J DEFGRID3
* xyz 0 1
C 1.800 -0.064 0.454
N -1.516 -0.212 0.484
N 0.698 0.455 -0.334
N -2.113 0.722 -0.237
N -1.123 -1.228 -0.272
H 0.999 1.360 -0.705
H -2.202 1.592 0.266
H -0.230 -0.791 -0.829
H -1.849 0.801 -1.218
H -0.779 -1.955 0.348
H 1.489 -0.992 0.948
H 2.691 -0.317 -0.146
H 2.133 0.629 1.241
*
```

ΔE to the lowest compared entry with this formula, charge and spin = 506.0 kJ/mol
Kohn-Sham gap (alpha / beta) = 8.4 / 6.6 eV
F_max = 0.68 eV Å⁻¹


- What is the formula in the first record?
  CH8N4